Formula: C42H75F6N12O6P
Source: the Open Molecules 2025 dataset
Level of theory: ωB97M-V/def2-TZVPD

Output
E_LUMO (eV): -4.632
Energy relative to the best compared isomer or geometry (same formula, charge and spin) (kcal per mole): 1.88
E_tot (eV): -100520.523
Net charge: +2
Frontier orbital gap (eV): 5.03

Last column: Mulliken charge in e.
Element x y z (Å)
C (-22.13363, 15.73274, 29.00508)  -1.3558
C (-21.95481, 17.17990, 28.51808)  -0.3746
N (-21.23401, 17.34140, 27.26330)  0.6893
C (-19.89703, 17.13873, 26.93597)  -0.5572
C (-19.78952, 17.29205, 25.57304)  -0.7547
N (-21.04744, 17.55677, 25.11641)  0.4861
C (-21.87021, 17.69578, 26.14874)  -0.5768
C (-21.32878, 17.81888, 23.71168)  -0.8358
H (-21.16098, 15.40064, 29.37723)  0.7131
H (-22.31280, 15.09572, 28.13690)  0.2042
H (-22.94261, 15.64105, 29.72431)  0.2579
H (-21.50106, 17.79156, 29.29576)  0.4362
H (-22.98371, 17.49771, 28.33059)  0.1526
H (-19.18234, 16.92195, 27.71113)  0.6071
H (-18.91447, 17.11474, 24.97277)  0.5437
H (-22.92676, 17.94151, 26.08577)  0.2344
H (-21.40259, 16.86971, 23.18431)  0.3424
H (-20.52914, 18.41078, 23.27144)  0.4278
H (-22.25979, 18.37073, 23.60953)  0.1721
C (-32.08161, 12.22711, 24.67816)  -0.7547
C (-31.37566, 12.26931, 23.31068)  -0.6885
N (-29.93926, 12.12078, 23.41068)  0.3568
C (-29.23174, 10.94388, 23.35864)  -0.4437
C (-27.94054, 11.29401, 23.23755)  -0.3910
N (-27.80380, 12.65509, 23.25766)  0.3039
C (-29.06141, 13.13287, 23.35154)  -0.2664
C (-26.58629, 13.44534, 23.23253)  -0.9242
H (-31.95632, 11.23892, 25.11571)  0.3597
H (-33.12735, 12.51326, 24.61053)  0.3995
H (-31.54353, 12.93470, 25.31187)  0.0222
H (-31.57799, 13.19326, 22.77085)  0.3751
H (-31.81253, 11.45173, 22.73751)  0.3494
H (-29.74029, 9.99866, 23.29129)  0.4908
H (-27.13718, 10.57748, 23.19262)  0.4208
H (-29.32948, 14.17454, 23.31060)  0.3190
H (-26.40501, 13.98375, 24.16608)  0.3299
H (-26.67823, 14.25288, 22.50653)  0.3734
H (-25.70542, 12.83714, 23.05635)  0.3179
C (-19.65350, 22.98598, 29.84914)  -1.1410
C (-19.61146, 21.56356, 29.29030)  -0.4687
N (-20.68426, 21.34925, 28.28468)  0.2387
C (-20.49131, 21.13503, 26.94956)  -0.9034
C (-21.71907, 20.98963, 26.35963)  -0.2504
N (-22.65868, 21.18640, 27.34148)  0.2399
C (-22.00031, 21.41379, 28.48548)  -0.2070
C (-24.11221, 21.22858, 27.15222)  -0.9777
H (-19.67970, 23.78116, 29.10519)  0.3557
H (-18.70793, 23.14208, 30.36772)  0.3842
H (-20.52013, 23.08824, 30.49906)  0.3740
H (-19.71509, 20.71031, 29.95882)  0.3311
H (-18.69507, 21.38740, 28.72703)  0.3288
H (-19.48971, 21.01744, 26.57083)  0.4705
H (-22.03406, 21.02304, 25.32965)  0.5900
H (-22.49538, 21.35467, 29.44356)  0.4984
H (-24.56110, 20.26314, 27.38775)  0.2966
H (-24.29622, 21.55459, 26.13291)  0.3402
H (-24.44924, 21.96417, 27.87941)  0.4741
C (-29.95910, 21.14297, 24.32410)  -0.9766
C (-29.07400, 21.39342, 23.10247)  -0.4573
N (-27.83739, 20.58855, 23.20211)  0.2400
C (-27.09436, 20.45900, 24.35695)  -0.4280
C (-26.10701, 19.54678, 24.03846)  -0.1997
N (-26.32808, 19.11518, 22.76081)  0.3610
C (-27.33040, 19.82637, 22.23228)  -0.2073
C (-25.71735, 17.99969, 22.06527)  -0.6983
H (-29.51276, 21.58835, 25.21594)  0.3701
H (-30.00934, 20.07278, 24.51366)  0.1003
H (-30.94022, 21.60502, 24.25639)  0.4478
H (-28.77517, 22.42821, 22.93026)  0.3293
H (-29.56879, 21.13296, 22.16515)  0.3780
H (-27.37829, 20.89907, 25.29989)  0.3626
H (-25.39490, 19.12898, 24.73877)  0.0492
H (-27.91367, 19.62124, 21.34985)  0.3814
H (-24.69398, 17.90376, 22.42532)  0.0333
H (-25.75257, 18.05941, 20.98270)  0.4024
H (-26.18360, 17.07904, 22.41919)  0.3922
C (-28.92140, 17.23543, 24.49256)  -0.6964
C (-29.07074, 17.60164, 25.97762)  -0.6623
N (-28.99061, 16.41908, 26.79648)  0.8327
C (-29.86515, 15.36821, 26.75015)  -0.2511
C (-29.69818, 14.66435, 27.88349)  -1.2725
N (-28.63980, 15.20326, 28.55099)  0.5629
C (-28.20410, 16.29914, 27.89315)  -0.8807
C (-28.12124, 14.76089, 29.84932)  -1.1191
H (-28.00020, 16.65202, 24.41781)  0.0991
H (-28.88716, 18.15312, 23.90339)  0.0526
H (-29.72752, 16.65674, 24.03591)  0.4252
H (-29.97567, 18.16542, 26.20154)  0.5872
H (-28.21949, 18.22281, 26.25473)  -0.1401
H (-30.64215, 15.25941, 26.01382)  0.7496
H (-30.10690, 13.70900, 28.18173)  0.5605
H (-27.43813, 16.98433, 28.21615)  0.8693
H (-28.81223, 14.82843, 30.69029)  0.4393
H (-27.37702, 15.49270, 30.16261)  0.2976
H (-27.75647, 13.73753, 29.76970)  0.2867
C (-24.12234, 11.04730, 27.15108)  -0.4413
C (-23.09290, 10.36266, 28.06086)  -0.5633
N (-21.83513, 11.11678, 27.95427)  0.3290
C (-21.59179, 12.37728, 28.43989)  -0.1765
C (-20.28971, 12.64124, 28.31323)  -0.7089
N (-19.70939, 11.57163, 27.64427)  0.1657
C (-20.63249, 10.60578, 27.59379)  -0.2300
C (-18.30716, 11.48857, 27.24825)  -0.8654
H (-24.21447, 12.11080, 27.37456)  -0.2313
H (-25.12858, 10.65295, 27.29495)  0.4219
H (-23.85549, 10.87914, 26.10642)  0.3512
H (-22.91981, 9.37068, 27.65153)  0.3814
H (-23.41570, 10.36444, 29.10090)  0.2393
H (-22.38985, 12.95097, 28.89261)  0.4261
H (-19.72799, 13.51899, 28.57840)  0.4668
H (-20.44239, 9.60097, 27.25424)  0.4199
H (-17.81828, 10.66462, 27.76893)  0.3692
H (-17.78688, 12.39455, 27.54117)  0.2948
H (-18.20536, 11.27404, 26.18733)  0.3459
C (-27.08202, 20.23559, 28.67204)  -0.1953
C (-28.48392, 19.63208, 28.51905)  0.5278
O (-28.80789, 18.72286, 29.32155)  -0.6998
O (-29.22473, 20.17310, 27.65882)  -0.6564
H (-26.36861, 19.41860, 28.81527)  0.0296
H (-27.05447, 21.01128, 29.43852)  0.4324
H (-26.75556, 20.79107, 27.78407)  -0.2101
C (-25.04903, 15.27050, 26.87889)  0.4252
C (-25.06563, 16.62801, 26.12672)  0.8506
O (-25.18901, 17.69485, 26.78282)  -0.3960
O (-24.77527, 16.54660, 24.89759)  -0.8250
H (-24.54003, 14.47818, 26.33206)  0.5384
H (-25.99897, 14.84417, 27.20420)  -0.9366
H (-24.53445, 15.47019, 27.82083)  -0.2613
C (-27.18722, 12.36769, 27.07463)  1.4041
C (-28.31261, 11.55798, 27.72826)  0.1283
O (-29.38651, 11.37647, 27.08705)  -0.6709
O (-28.07932, 11.03131, 28.83259)  -0.7256
H (-27.72237, 13.31017, 26.92289)  -0.5924
H (-26.96791, 11.94370, 26.08893)  0.4023
H (-26.28546, 12.38046, 27.68229)  -0.9580
P (-24.43944, 13.03954, 31.37443)  1.5647
F (-24.39011, 12.31854, 32.82454)  -0.3376
F (-25.10503, 11.75542, 30.66367)  -0.3652
F (-25.87378, 13.68554, 31.64892)  -0.3522
F (-24.34375, 13.81053, 29.90837)  -0.7185
F (-23.70887, 14.34569, 32.04043)  -0.4135
F (-22.94002, 12.48299, 31.09310)  -0.3400